1.
A 10-piece molecular cluster, C40H50Cl10 overall, computed with the ωB97M-V functional and the def2-TZVPD basis.

The calculation puts the LUMO energy at 0.366 eV. The highest occupied orbital energy comes out at -9.17 eV. For the HOMO-LUMO gap, the calculation gives 9.54 eV. As for the SMILES: c1ccccc1.c1ccccc1.c1ccccc1.c1ccccc1.c1ccccc1.ClCCCl.ClCCCl.ClCCCl.ClCCCl.ClCCCl.

The geometry in XYZ format:
```
100
Properties=species:S:1:pos:R:3:forces:R:3:mulliken_charge:R:1
C 1.293710 0.962084 5.207803 0.2765 0.0960 0.6828 -0.436
C 0.395550 0.382094 4.348263 0.4264 0.8941 -0.8992 -0.018
C 0.073540 -0.921236 4.484113 0.3552 -2.7099 0.6200 -0.287
C 0.711850 -1.703586 5.478703 -0.6406 0.4505 -1.2317 -0.751
C 1.604410 -1.124726 6.345623 -0.2808 0.1178 0.9771 -0.444
C 1.853510 0.234924 6.267483 -0.3485 1.2384 -0.8143 -0.571
H 1.490590 2.001484 4.990333 0.4031 0.1559 0.5553 0.387
H 0.109050 0.981134 3.496513 -0.5534 -0.0897 -0.0788 0.266
H -0.539070 -1.471466 3.785293 -0.3100 0.3529 -0.0116 0.597
H 0.528800 -2.767776 5.498383 -0.1322 -0.0649 0.1744 0.411
H 1.967950 -1.711526 7.176223 0.3664 -0.0237 -0.0149 0.427
H 2.403390 0.818294 6.991163 0.4071 -0.4353 0.1544 0.389
C -1.928980 4.907874 2.909803 -0.4091 0.1522 -0.0008 -0.439
C -1.639610 3.747604 2.176043 -0.8075 0.6635 -0.5309 -0.103
C -2.385830 3.522174 1.024613 -0.5918 0.3370 -0.0084 0.008
C -3.391390 4.411524 0.622433 0.9348 0.5088 0.0350 -0.672
C -3.617520 5.617754 1.297983 0.3745 -1.2929 1.0378 -0.511
C -2.951150 5.808174 2.540913 0.3509 -0.7630 -1.4217 -0.453
H -1.341370 5.164744 3.778783 -0.0248 -0.1945 0.2330 0.366
H -0.891280 3.013224 2.435073 0.2448 0.2715 0.3125 0.325
H -2.198760 2.677844 0.377693 0.0764 -0.2913 0.1068 0.155
H -3.890180 4.210034 -0.314057 -0.1833 0.0556 -0.0195 0.480
H -4.335870 6.292354 0.856063 -0.0657 0.2667 0.3865 0.406
H -3.175040 6.646264 3.184253 0.0985 0.1665 -0.1176 0.400
C -6.273690 0.429854 2.763573 0.6512 -0.2835 -0.0298 -0.386
C -4.922120 0.742904 2.743923 0.5608 0.3291 -0.4131 -0.639
C -3.978590 -0.150226 2.238573 -0.6678 -0.6016 0.6851 -0.020
C -4.404460 -1.457916 1.916053 3.2555 2.4411 -1.0887 -0.376
C -5.709250 -1.683476 1.829863 -2.0358 -2.8472 0.4752 -0.433
C -6.649540 -0.816476 2.282753 -1.2103 1.6970 1.5209 -0.386
H -6.964510 1.119864 3.225153 -0.1928 -0.0709 -0.0745 0.379
H -4.583600 1.689774 3.137933 0.0305 0.1978 -0.0864 0.407
H -2.936000 0.130424 2.213473 0.1562 -0.0526 0.0795 0.452
H -3.661190 -2.155876 1.559963 -0.0360 -0.3356 0.1730 0.416
H -6.028270 -2.703706 1.675703 -0.1426 -0.1564 -0.4877 0.294
H -7.650980 -1.114006 2.556583 -0.2637 -0.3032 -0.7693 0.310
C 4.738720 0.361534 -2.526727 -0.0286 0.9411 0.7785 -0.397
C 3.759010 0.643574 -1.568497 -0.6196 0.4046 -0.8309 -0.143
C 3.179060 1.918124 -1.528457 -0.2096 -0.0745 0.1619 0.246
C 3.689530 2.986124 -2.239357 0.2700 -0.9340 0.0951 -1.010
C 4.728490 2.689714 -3.103897 0.8678 1.6045 -0.3368 -0.196
C 5.245470 1.436994 -3.280527 -0.6615 -1.8939 0.2403 -0.710
H 5.133740 -0.639576 -2.616887 0.0473 -0.0357 -0.1283 0.281
H 3.303610 -0.098456 -0.929437 0.2517 -0.3386 -0.1408 0.183
H 2.259970 2.113894 -0.996157 0.0433 -0.2702 0.6298 0.398
H 3.280660 3.970494 -2.065457 0.1114 0.1452 -0.3333 0.569
H 5.253910 3.474484 -3.627787 -0.2953 0.3077 -0.2370 0.365
H 5.962670 1.226394 -4.060057 0.2483 0.2096 0.0830 0.397
C 1.321200 -6.171276 -0.792467 1.1483 -1.5097 -0.2857 -0.277
C 0.811070 -7.071526 -1.716347 -0.7643 0.8526 0.0749 -0.666
C -0.517310 -6.876256 -2.047647 -0.3033 -0.8999 -0.8399 -0.273
C -1.307620 -5.901516 -1.495557 -0.0073 1.5333 1.5435 -0.733
C -0.792060 -5.017916 -0.511537 1.6698 -0.6840 -1.2778 -0.076
C 0.595300 -5.162856 -0.227827 -1.4943 0.3575 0.3849 -0.193
H 2.329850 -6.369366 -0.461137 0.3070 0.4130 0.0500 0.444
H 1.406820 -7.829326 -2.203407 0.0486 -0.0607 0.1784 0.419
H -1.018890 -7.502116 -2.770917 0.2140 -0.2438 -0.2049 0.338
H -2.330550 -5.812856 -1.830447 -0.1135 0.0350 0.0791 0.385
H -1.322180 -4.168696 -0.106347 -0.3110 -0.3342 0.0686 0.345
H 1.155740 -4.539646 0.453293 -0.4040 0.3553 0.2341 0.306
Cl 1.142520 0.921094 -6.330897 -0.2640 -0.0791 -0.4068 -0.190
C 1.311190 1.727104 -4.772707 0.6495 0.7392 0.4638 1.000
C 1.508960 3.250754 -4.914027 -0.1579 -0.4880 -0.5065 -0.479
Cl 2.835900 3.714954 -6.068347 -0.6749 -0.1737 0.5217 -0.195
H 2.138120 1.212474 -4.283367 -0.0680 0.2819 0.2238 -0.406
H 0.381410 1.593884 -4.219677 0.1614 -0.1845 0.0097 -0.336
H 1.721380 3.784294 -3.987577 0.1044 -0.4919 0.0824 0.180
H 0.543010 3.607424 -5.271557 0.2786 0.3935 -0.4725 0.425
Cl -2.867260 6.190104 -2.443397 0.4624 0.5973 0.5939 -0.190
C -3.227430 4.873284 -3.544987 -0.1055 0.0653 -0.5620 -0.505
C -2.272680 3.729024 -3.393887 0.3828 -1.0285 0.1213 0.226
Cl -2.696060 2.474944 -4.658257 0.2968 0.4890 0.5832 -0.186
H -3.065620 5.255404 -4.552907 -0.5145 0.0539 0.0348 0.392
H -4.272250 4.639934 -3.340047 0.2037 -0.3838 -0.4004 0.329
H -2.252790 3.224814 -2.427717 -0.5200 0.0699 -0.0340 -0.163
H -1.233350 4.017274 -3.551397 -0.1497 0.2191 -0.3434 0.142
Cl 3.247270 -4.351496 -4.224857 0.0711 -0.2150 -0.5614 -0.194
C 3.284330 -3.729446 -2.590847 1.2131 0.1701 1.1086 -0.237
C 2.068300 -2.951366 -2.244937 -1.3537 0.0402 -0.7099 -0.009
Cl 1.912490 -1.584036 -3.432247 -0.2528 -0.2232 0.5372 -0.081
H 4.140930 -3.074256 -2.432547 0.2342 -0.0797 -0.4510 0.239
H 3.459520 -4.591416 -1.947097 -0.4035 0.0746 0.1750 0.170
H 2.010670 -2.543346 -1.235827 0.4810 -0.0073 -0.0777 -0.126
H 1.199520 -3.595716 -2.379547 -0.1541 0.2167 -0.0906 0.211
Cl -0.520540 -2.105926 1.262833 0.1316 0.0710 0.5899 -0.248
C -1.120130 -1.363026 -0.212097 -0.0090 0.4662 -1.3504 -0.764
C -0.386400 -0.022266 -0.448497 -0.5587 -0.1436 0.9990 0.135
Cl -0.861250 0.849934 -1.949267 0.1408 -0.6527 0.5802 -0.099
H -2.181430 -1.136806 -0.109327 0.0225 -0.1436 0.1497 0.532
H -1.015570 -2.135466 -0.974017 0.2066 0.3820 -0.2720 0.574
H 0.694210 -0.048086 -0.308117 0.0065 -0.3042 -0.5991 -0.003
H -0.754420 0.562004 0.394883 0.0869 0.4820 -0.1559 -0.132
Cl 3.555470 -0.075006 1.785053 -0.0307 0.4835 -0.1092 -0.161
C 2.986290 -1.489506 2.728563 -1.2019 1.4747 -0.8957 0.772
C 3.928970 -2.588536 2.518333 1.0269 -0.6795 0.7762 -0.642
Cl 3.957920 -3.129166 0.825963 -0.1134 -0.2092 -0.1708 -0.094
H 2.028770 -1.744746 2.274563 -0.1061 0.0463 0.3309 -0.517
H 2.835750 -1.068946 3.722823 0.2382 -0.7192 0.1730 -0.108
H 3.642050 -3.434606 3.142783 0.1747 -0.0917 -0.0894 0.350
H 4.941970 -2.255846 2.744693 -0.0222 -0.2750 0.1070 0.437
```
Positions in Å, forces in eV/Å.

---

2.
A 10-piece molecular cluster, C40H50N10 overall, computed with the ωB97M-V functional and the def2-TZVPD basis.

The calculation puts the LUMO energy at 0.517 eV. The highest occupied orbital energy comes out at -7.93 eV. As for the relative energy (zero: lowest compared OMol25 entry of this formula, charge and spin): 1175.07 kJ/mol. For the HOMO-LUMO gap, the calculation gives 8.45 eV. As for the SMILES: c1cc[nH]c1.c1cc[nH]c1.c1cc[nH]c1.c1cc[nH]c1.c1cc[nH]c1.c1cc[nH]c1.c1cc[nH]c1.c1cc[nH]c1.c1cc[nH]c1.c1cc[nH]c1.

The geometry in XYZ format:
```
100
Properties=species:S:1:pos:R:3:forces:R:3:mulliken_charge:R:1
C -4.260317 -3.624375 -2.811595 1.9829 1.0042 0.7906 -0.801
C -3.236216 -3.441591 -1.676192 -5.3353 0.6212 -1.8685 -0.203
C -3.868683 -3.029021 -0.547992 -1.8516 -0.8330 -1.7180 -1.105
N -5.238777 -3.028082 -0.842827 -1.3104 1.1034 1.6318 -0.040
C -5.405745 -3.323160 -2.135943 -2.4218 0.2542 -2.2686 -0.262
H -4.051358 -3.672836 -3.983109 -0.6408 -0.2793 3.1282 0.302
H -2.306375 -3.703271 -1.819128 4.9102 -0.8902 -0.3309 0.880
H -3.591564 -2.816901 0.422216 0.9742 0.2646 1.6601 0.614
H -6.117020 -2.696155 -0.302270 2.8162 -0.7676 -0.9063 0.292
H -6.440906 -3.145626 -2.493780 0.8888 -0.5086 -0.1287 0.342
C -0.418955 -0.353184 -6.126576 -3.5578 -2.6719 2.4580 -1.146
C -0.694830 -0.983283 -4.785227 0.6937 1.4797 0.0456 0.722
C -1.988451 -1.427200 -4.817066 2.3914 0.8221 -1.5480 -0.855
N -2.428858 -1.210780 -6.062148 -2.8138 -0.8109 -2.7212 0.031
C -1.545959 -0.564031 -6.902177 1.8050 -1.3821 6.7710 -0.624
H 0.375836 0.164543 -6.447423 2.9951 1.6048 -0.7823 0.590
H -0.139379 -0.986208 -3.814712 -0.1052 0.3010 -1.5524 0.008
H -2.624458 -1.886243 -4.153719 -0.9508 -0.9439 1.6532 0.421
H -3.209091 -1.778457 -6.431113 0.5970 0.9447 0.3256 0.259
H -1.700859 -0.442317 -7.857013 -1.0199 0.7898 -4.7944 0.578
C 4.171550 1.336271 -0.128456 1.2322 0.5073 -2.4451 0.143
C 4.943710 2.714671 -0.337538 -3.3558 -3.7772 1.5178 -1.047
C 5.272640 3.116849 0.901347 1.0692 -0.9078 0.7564 -0.283
N 5.089591 2.007437 1.735322 0.7279 1.0567 2.7092 -0.015
C 4.429629 0.943549 1.157653 0.1048 2.1526 -0.9507 -0.573
H 3.641982 0.699540 -0.957857 1.1943 1.5724 1.8057 0.284
H 4.880578 3.288225 -1.188244 -0.0214 1.0659 -1.7672 0.438
H 5.703377 4.087315 1.246154 -0.3170 -1.3015 -0.1845 0.359
H 5.454125 1.978893 2.706372 -0.6099 0.1076 -1.2316 0.249
H 4.114087 0.145471 1.797845 -0.0268 -0.4680 -0.1837 0.548
C 2.633036 -1.525760 5.432740 -9.6008 2.8130 -6.1141 -1.632
C 2.309146 -0.482972 4.314053 3.3338 -0.5047 1.3378 0.452
C 1.008513 -0.574048 3.991193 -2.2114 0.3168 -0.5142 0.118
N 0.451295 -1.500674 4.866830 1.2696 -0.8565 1.6790 -0.054
C 1.421782 -2.048083 5.800898 -0.0489 3.3420 -5.0886 -0.635
H 3.403310 -1.548469 5.926793 8.2976 -0.4548 4.8171 0.808
H 3.087592 0.280819 3.934263 -1.5457 -1.5202 0.5687 0.462
H 0.326636 0.053945 3.242504 1.7893 -1.7783 1.8124 -0.392
H -0.396681 -2.019751 4.804188 -0.6761 0.3079 -0.5724 0.239
H 1.054284 -2.730876 6.454516 -0.5753 -1.8779 1.9576 0.553
C -0.152863 -5.418401 1.273404 -0.7556 2.3403 -2.0934 -0.654
C 0.728171 -4.185036 1.281948 -2.6549 -2.4501 -1.2059 0.069
C 1.333280 -4.186915 2.455538 -1.0233 -2.9245 1.2670 -0.929
N 0.936155 -5.353262 3.142493 0.6110 0.9404 0.5667 -0.041
C -0.014386 -6.066932 2.421690 1.8769 1.5630 1.4640 -0.496
H -1.027213 -5.570928 0.614035 1.0634 -0.0545 0.0215 0.320
H 0.678015 -3.480565 0.501073 0.3239 0.8023 -0.5525 0.478
H 1.917630 -3.565461 3.023376 1.5494 1.7424 0.6656 0.519
H 1.200924 -5.417082 4.119827 -0.3365 -0.5676 -0.4503 0.250
H -0.534912 -6.836532 2.890862 -0.6732 -1.2628 0.3581 0.455
C -3.335184 2.838336 1.086404 -2.4759 -4.1178 0.2016 -0.041
C -3.178174 1.589485 1.947936 1.1214 1.3481 0.2101 -0.818
C -2.162369 1.858926 2.866139 -0.6649 -3.0809 0.2964 -0.220
N -1.747519 3.063800 2.639959 1.7864 6.7888 -1.1218 0.130
C -2.521403 3.750316 1.671398 1.1248 1.8451 -1.3775 -0.749
H -4.109548 2.726746 0.196321 1.9302 1.2213 2.1410 0.238
H -3.611428 0.609171 2.002325 -0.6630 0.0186 -0.7235 0.380
H -1.639409 1.289407 3.687758 -0.9751 0.3810 -1.2395 0.513
H -0.853256 3.569801 2.855763 -1.2968 -1.3008 0.6748 0.291
H -2.368852 4.897992 1.337156 -0.0023 -3.1435 1.1051 0.215
C 2.805685 -1.829055 -3.335381 6.6196 -6.3655 -5.3460 -0.222
C 2.690987 -2.369576 -4.764477 -1.2443 1.4597 2.3718 -0.501
C 3.664317 -3.255653 -5.048153 1.7345 -0.5282 1.9978 -0.660
N 4.500191 -3.258615 -3.932485 2.6260 -1.0948 1.8367 -0.079
C 4.044902 -2.438973 -2.920279 -2.7340 0.7443 -2.0811 -0.757
H 2.333937 -1.209567 -2.762967 -3.2126 3.7160 2.6746 0.869
H 1.941383 -2.104993 -5.461360 -0.8589 0.1391 -0.3323 0.268
H 3.873667 -4.063598 -5.735341 -0.4080 0.6415 -0.5825 0.378
H 5.423300 -3.817661 -3.749721 -2.7756 1.3760 -0.9972 0.259
H 4.615122 -2.288046 -2.033503 0.2291 -0.0754 0.4420 0.443
C 0.799750 3.952497 5.753774 2.1704 -4.2957 -6.6861 -1.077
C 1.340914 2.673744 5.094015 -3.2134 6.1414 -1.8105 -0.561
C 1.471547 2.844941 3.747351 -2.5587 4.7335 6.3557 -1.051
N 1.110262 4.153069 3.537405 -0.5497 -0.7709 -0.3181 -0.126
C 0.700384 4.763609 4.684448 0.5462 -0.4392 0.1747 -0.475
H 0.742135 4.061501 6.725347 -0.6769 0.8936 4.5100 0.624
H 1.797797 1.975835 5.536686 2.6113 -5.7348 3.7448 1.001
H 1.826452 2.317790 3.039118 2.5250 -3.8004 -4.8037 1.034
H 1.324304 4.555448 2.671907 -0.0630 1.1515 -1.0787 0.152
H 0.494108 5.766133 4.678045 -0.6971 2.2780 -0.1896 0.511
C -0.315135 -0.817119 -1.215607 3.3785 0.3018 1.1589 -0.755
C 1.024318 -0.653978 -0.417541 -0.0695 0.8429 0.1041 -0.509
C 0.787622 0.444115 0.403334 -2.1754 -1.8781 -2.4384 -1.508
N -0.497766 0.919871 0.151188 0.8915 0.4347 0.2849 0.389
C -1.129944 0.226902 -0.859106 5.1499 -1.9684 2.2947 -1.266
H -0.470543 -1.586716 -1.947724 -0.1980 0.0201 -0.0603 0.893
H 2.182472 -1.032598 -0.363359 -3.5343 0.1465 -0.6814 0.266
H 1.431406 0.819987 1.129408 0.6990 0.9123 0.9916 1.115
H -0.920743 1.649573 0.702525 -0.1898 -0.0030 -0.2446 0.313
H -2.026257 0.461030 -1.195676 -3.9853 1.0737 -1.2706 1.081
C -1.940918 4.790769 -3.123058 -0.9531 -1.7083 2.7105 -0.838
C -2.772262 5.829109 -2.524049 0.7792 -0.8280 -1.4191 -0.337
C -4.007817 5.341700 -2.337754 -4.1131 -0.7623 1.5843 -0.430
N -3.960407 3.977581 -2.522320 1.1386 0.8121 -0.7108 0.030
C -2.720814 3.593551 -2.957647 -0.1219 2.8625 -0.0192 -0.262
H -0.848703 4.844296 -3.091329 -0.5245 -0.1602 -0.5895 0.304
H -2.491956 6.786938 -2.206876 0.5178 1.2577 -0.2001 0.463
H -5.070747 5.730891 -1.993622 2.8161 -0.3453 -0.6784 0.270
H -4.696016 3.316640 -2.508716 -0.8575 -0.1274 0.1089 0.233
H -2.702813 2.541590 -2.974683 1.3393 -1.0392 -0.7700 0.585
```
Positions in Å, forces in eV/Å.